2 unconnected molecules or ions with the total composition C4H9S. Source: OMol25; level of theory: ωB97M-V/def2-TZVPD.

Positions of all 14 atoms, in Å:
C 0.590291 2.187180 2.115199
S -0.904748 1.136416 1.984393
H 1.225973 1.757781 2.890121
H 1.121959 2.261278 1.159945
H 0.371726 3.211688 2.446915
C 0.281919 -1.006536 -0.227220
C -0.570029 -0.771594 -1.459164
C -0.667250 -1.702059 -2.400821
H 0.804475 -0.079843 0.016832
H -0.431407 -0.939938 0.619861
H 0.838610 -1.936312 -0.295142
H -1.073010 0.183781 -1.349328
H -1.267913 -1.590584 -3.300297
H -0.320599 -2.711254 -2.201288

Forces on atoms 1 to 3 (eV/Å):
-0.30 -0.01 0.25
-0.29 0.44 0.14
0.37 0.03 -0.17

Summary:
total charge = -1
ΔE to the lowest compared entry with this formula, charge and spin = 93.1 kJ/mol
max |F| = 1.87 eV Å⁻¹
orbital gap = 6.12 eV
E_HOMO = -2.240 eV


A molecular structure, C4HCdLiO4. Source: OMol25; level of theory: ωB97M-V/def2-TZVPD.

Positions of all 11 atoms, in Å:
O 0.863800 -0.110388 0.423157
C 0.780334 -0.574300 -0.604994
C 3.315164 0.691513 2.847555
C 4.066141 -0.033023 2.055520
H 4.405335 -0.063657 1.029143
Li 1.260916 0.911686 2.237771
O 4.885045 -0.399829 3.336508
C 4.055369 -0.906272 4.205507
O 4.327387 -1.470067 5.270456
O 2.912674 -0.254531 4.101873
Cd 2.575850 -0.934358 6.117583

Forces on atoms 1 to 3 (eV/Å):
0.05 0.30 0.57
-0.07 -0.19 -0.43
-5.44 2.42 -3.76

Summary:
total charge = +2
ΔE to the lowest compared entry with this formula, charge and spin = 297.9 kJ/mol
max |F| = 7.04 eV Å⁻¹
orbital gap = 5.00 eV
E_HOMO = -17.045 eV


Number 1: DFT total energy -15128.684 eV. Number 2: DFT total energy -17098.719 eV.